# 1
C20H43OP3ReSe as an isolated structure at a distorted geometry, computed with ωB97M-V/def2-TZVPD.

The value obtained for the frontier orbital gap (alpha / beta) is 6.87 / 6.02 eV.

```
! wB97M-V def2-TZVPD RIJCOSX def2/J DEFGRID3
* xyz 4 4
Re -0.581 -0.303 0.168
P -1.450 -2.229 0.936
P 1.341 -0.643 1.998
P 0.977 -1.200 -1.273
H -1.757 1.418 -2.284
C -1.404 0.489 -1.739
C -2.315 0.291 -0.570
H -2.750 1.234 -0.172
C -2.872 -1.941 2.051
C -0.669 -3.617 1.887
C -2.273 -3.201 -0.385
C 2.389 0.872 1.997
C 0.725 -0.657 3.725
C 2.552 -2.044 2.050
C 0.586 -0.950 -3.044
C 1.404 -3.005 -1.253
C 2.671 -0.457 -1.316
H -1.535 -0.289 -2.540
H -3.098 -0.451 -0.664
H -3.538 -1.166 1.658
H -2.554 -1.627 3.051
H -3.447 -2.868 2.150
H -0.301 -3.285 2.871
H 0.161 -4.051 1.310
H -1.443 -4.390 2.027
H -2.959 -2.563 -0.951
H -2.782 -4.050 0.098
H -1.521 -3.612 -1.060
H 3.208 0.718 2.719
H 1.781 1.734 2.319
H 2.815 1.063 1.000
H 1.541 -1.033 4.369
H -0.145 -1.331 3.829
H 0.467 0.369 4.047
H 3.153 -1.892 2.969
H 3.213 -2.026 1.165
H 1.994 -2.997 2.132
H 1.186 -1.512 -3.753
H 0.588 0.125 -3.270
H -0.416 -1.338 -3.229
H 2.049 -3.228 -2.113
H 0.496 -3.609 -1.309
H 1.945 -3.240 -0.336
H 3.306 -0.972 -2.055
H 3.164 -0.559 -0.344
H 2.618 0.614 -1.560
C 1.140 3.568 -2.387
C 0.068 3.263 -3.231
C 0.260 2.940 -4.581
C 1.560 2.879 -5.067
C 2.649 2.971 -4.214
C 2.439 3.314 -2.863
Se 0.688 4.462 -0.672
H -0.737 4.558 -1.005
H -0.930 3.452 -2.868
H -0.591 2.711 -5.207
H 1.721 2.727 -6.128
H 3.645 2.844 -4.621
H 3.273 3.373 -2.194
C -2.185 2.852 1.820
C -1.855 1.584 2.453
C -2.275 1.446 3.859
O -1.242 0.650 1.856
H -2.068 3.691 2.509
H -3.238 2.844 1.521
H -1.582 3.050 0.944
H -1.933 0.533 4.337
H -1.956 2.270 4.500
H -3.373 1.426 3.934
*
```

# 2
C20H44AgF6N2O8 as an isolated structure at a distorted geometry, computed with ωB97M-V/def2-TZVPD.

The value obtained for the frontier orbital gap is 3.75 eV. The energy above the lowest of the compared OMol25 structures with the same formula, charge and spin comes out at 201.1 kcal/mol.

```
! wB97M-V def2-TZVPD RIJCOSX def2/J DEFGRID3
* xyz 1 1
Ag -1.738 -1.769 0.250
C 0.490 3.266 1.316
O -0.586 4.076 0.909
O 0.380 2.080 0.539
C 1.722 4.120 1.159
F 2.900 3.568 1.587
F 1.974 4.596 -0.090
F 1.544 5.171 1.967
C -1.701 4.100 1.803
C -2.561 5.218 1.394
H -3.576 5.119 1.779
H -2.294 6.222 1.727
H -2.671 5.317 0.314
H -1.486 4.275 2.857
H -2.360 3.238 1.695
H 0.431 3.088 2.390
C -4.559 -3.265 3.667
O -3.587 -2.286 4.045
O -4.527 -3.348 2.267
C -4.447 -4.536 4.599
F -5.305 -5.473 4.322
F -3.237 -5.111 4.633
F -4.720 -4.173 5.865
C -3.894 -1.372 5.112
C -2.724 -0.636 5.677
H -3.100 -0.144 6.575
H -1.882 -1.306 5.849
H -2.344 0.276 5.218
H -4.366 -1.902 5.940
H -4.582 -0.628 4.710
H -5.578 -2.988 3.937
C 2.134 -4.881 1.433
O 2.170 -3.519 1.873
C 3.313 -3.114 2.605
C 4.548 -3.320 1.712
N 4.485 -2.604 0.355
H 4.021 -3.097 -0.394
H 3.892 -1.818 0.582
C 5.795 -2.095 -0.138
C 6.735 -3.272 -0.477
O 7.163 -4.199 0.518
C 7.775 -5.442 0.010
H 2.020 -5.600 2.245
H 2.888 -5.326 0.784
H 1.224 -4.996 0.844
H 3.497 -3.707 3.501
H 3.103 -2.072 2.842
H 4.833 -4.342 1.465
H 5.410 -2.957 2.271
H 6.214 -1.382 0.572
H 5.482 -1.445 -0.955
H 7.596 -2.813 -0.962
H 6.133 -3.659 -1.299
H 8.206 -5.948 0.873
H 8.570 -5.336 -0.728
H 7.087 -6.193 -0.379
C -3.029 5.352 -5.278
O -2.002 4.354 -5.416
C -1.047 4.241 -4.378
C -0.192 3.175 -5.012
N -0.822 1.784 -4.606
H -0.126 1.102 -4.873
H -0.847 1.763 -3.596
C -2.130 1.274 -5.221
C -2.945 0.358 -4.302
O -3.189 1.138 -3.147
C -4.249 2.066 -3.226
H -3.438 5.397 -4.268
H -3.780 5.301 -6.066
H -2.673 6.378 -5.374
H -1.583 3.885 -3.498
H -0.425 5.118 -4.197
H 0.734 3.143 -4.438
H -0.073 3.109 -6.093
H -1.698 0.782 -6.093
H -2.769 2.071 -5.602
H -2.372 -0.520 -4.004
H -3.757 0.045 -4.959
H -4.275 2.478 -2.217
H -5.265 1.701 -3.378
H -3.959 2.847 -3.928
*
```

# 3
C20H44CeNO2P3 as an isolated structure at a distorted geometry, computed with ωB97M-V/def2-TZVPD.

The value obtained for the frontier orbital gap (alpha / beta) is 7.61 / 7.68 eV. The energy above the lowest of the compared OMol25 structures with the same formula, charge and spin comes out at 0.0 kcal/mol.

```
! wB97M-V def2-TZVPD RIJCOSX def2/J DEFGRID3
* xyz 3 2
Ce 0.324 0.196 0.020
P -1.358 -0.115 2.356
P 2.357 -1.482 1.100
P -1.416 -2.039 -0.692
H -2.506 2.701 -2.730
C -3.483 2.267 -2.484
C -4.008 2.355 -1.250
H -3.463 2.848 -0.435
C -1.203 1.352 3.444
C -0.932 -1.457 3.527
C -3.179 -0.219 2.227
C 3.770 -1.563 -0.062
C 3.236 -1.093 2.659
C 2.029 -3.272 1.340
C -3.062 -1.521 -1.316
C -1.830 -3.431 0.421
C -0.765 -2.947 -2.145
H -4.028 1.787 -3.304
H -4.991 1.933 -1.005
H -1.265 2.278 2.859
H -0.246 1.347 3.980
H -2.030 1.327 4.167
H 0.148 -1.445 3.732
H -1.185 -2.438 3.109
H -1.480 -1.303 4.467
H -3.522 0.369 1.366
H -3.621 0.197 3.141
H -3.519 -1.253 2.091
H 4.448 -2.371 0.241
H 4.313 -0.610 -0.053
H 3.412 -1.747 -1.083
H 4.231 -1.560 2.669
H 2.655 -1.446 3.521
H 3.358 -0.005 2.747
H 2.968 -3.835 1.228
H 1.307 -3.630 0.594
H 1.614 -3.449 2.342
H -3.348 -2.159 -2.162
H -3.033 -0.477 -1.653
H -3.813 -1.602 -0.521
H -2.159 -4.288 -0.181
H -2.628 -3.154 1.119
H -0.947 -3.723 1.002
H -1.556 -3.605 -2.532
H 0.105 -3.552 -1.854
H -0.450 -2.248 -2.932
C 1.132 0.263 -3.362
C 2.451 -0.094 -3.639
C 2.685 -0.813 -4.817
C 1.615 -1.124 -5.669
C 0.312 -0.709 -5.372
C 0.057 0.009 -4.197
O 0.797 0.821 -2.098
H 1.608 1.170 -1.637
H 3.247 0.173 -2.938
H 3.704 -1.109 -5.071
H 1.803 -1.679 -6.589
H -0.510 -0.929 -6.052
H -0.941 0.353 -3.911
C 1.982 3.581 2.617
N 0.950 4.202 1.776
C 0.634 5.606 1.987
C 0.430 3.590 0.718
O 0.627 2.357 0.459
H 2.985 3.753 2.199
H 1.809 2.505 2.723
H 1.932 4.064 3.596
H 1.066 6.235 1.197
H -0.452 5.758 1.985
H 1.046 5.907 2.952
H -0.215 4.192 0.067
*
```

# 4
C20H44IN11ORbS2SeSi as an isolated structure at a distorted geometry, computed with ωB97M-V/def2-TZVPD.

The value obtained for the frontier orbital gap is 6.11 eV. The energy above the lowest of the compared OMol25 structures with the same formula, charge and spin comes out at 0.0 kcal/mol.

```
! wB97M-V def2-TZVPD RIJCOSX def2/J DEFGRID3
* xyz -1 1
Rb -1.604 0.384 -0.636
C -1.920 4.360 -0.946
N -2.398 3.311 -0.068
C -3.804 3.055 -0.331
C -2.173 3.638 1.331
C -0.710 3.482 1.750
N -0.253 2.101 1.731
C 1.199 2.047 1.687
C -0.717 1.376 2.902
H -2.470 5.308 -0.808
H -2.035 4.035 -1.977
H -0.864 4.549 -0.769
H -4.430 3.948 -0.149
H -4.169 2.247 0.303
H -3.928 2.756 -1.374
H -2.782 2.966 1.937
H -2.491 4.676 1.550
H -0.601 3.922 2.760
H -0.078 4.053 1.067
H 1.665 2.611 2.512
H 1.555 2.453 0.740
H 1.522 1.012 1.772
H -0.410 1.868 3.839
H -0.296 0.374 2.891
H -1.800 1.281 2.900
C 1.477 -2.936 -5.307
N 0.267 -2.478 -4.675
C -0.927 -2.556 -5.481
C 0.250 -2.030 -3.380
N -0.692 -1.426 -2.792
N 1.437 -2.302 -2.688
C 1.803 -1.660 -1.509
N 2.518 -2.437 -0.651
N 1.625 -0.400 -1.400
H 1.425 -2.708 -6.372
H 1.603 -4.020 -5.197
H 2.343 -2.428 -4.884
H -0.950 -3.516 -6.001
H -0.948 -1.758 -6.230
H -1.831 -2.488 -4.873
H -1.497 -1.249 -3.380
H 1.766 -3.254 -2.763
H 2.333 -3.428 -0.620
H 2.694 -2.049 0.273
H 1.968 -0.047 -0.512
C 3.585 -2.293 5.817
Si 3.311 -0.879 4.568
C 5.010 -0.085 4.235
C 2.215 0.440 5.395
Se 2.413 -1.643 2.688
H 4.081 -1.924 6.710
H 4.194 -3.083 5.386
H 2.638 -2.737 6.111
H 5.413 0.359 5.140
H 4.927 0.693 3.483
H 5.720 -0.821 3.868
H 2.577 0.693 6.388
H 1.192 0.091 5.481
H 2.205 1.349 4.802
S -3.959 -0.366 1.935
C -2.814 -1.557 1.976
N -2.737 -2.474 0.950
C -1.818 -3.446 0.967
C -0.964 -3.575 2.028
C -1.079 -2.605 3.045
N -1.971 -1.659 3.022
H -3.280 -2.309 0.059
H -1.814 -4.113 0.113
H -0.218 -4.349 2.087
H -0.402 -2.615 3.889
S -4.225 -2.251 -4.231
C -3.888 -2.108 -2.668
N -3.614 -2.032 -1.534
N 0.866 1.216 -3.513
C -0.296 1.841 -3.658
O -1.220 1.793 -2.869
C -0.496 2.664 -4.933
I 1.156 3.954 -5.415
H 1.044 0.595 -2.690
H 1.586 1.279 -4.215
H -1.366 3.306 -4.807
H -0.645 2.005 -5.787
*
```

# 5
A 8-piece molecular cluster, C20H44N4O4 overall at a distorted geometry, computed with ωB97M-V/def2-TZVPD.

The value obtained for the frontier orbital gap is 10.20 eV. The structure (SMILES) is CCCC#N.CCCC#N.CCCC#N.CCCC#N.CO.CO.CO.CO. The energy above the lowest of the compared OMol25 structures with the same formula, charge and spin comes out at 76.5 kcal/mol.

```
! wB97M-V def2-TZVPD RIJCOSX def2/J DEFGRID3
* xyz 0 1
C 0.848 2.861 -2.533
C 0.982 4.212 -1.793
C -0.101 5.251 -2.199
C -1.430 4.666 -1.773
N -2.470 4.226 -1.480
H 0.653 3.033 -3.569
H -0.001 2.315 -2.083
H 1.743 2.208 -2.587
H 2.018 4.693 -2.052
H 0.988 3.994 -0.770
H -0.239 5.446 -3.284
H 0.045 6.220 -1.705
C -0.194 -4.896 -0.249
C -0.911 -4.852 1.181
C -2.310 -4.300 1.104
C -2.192 -2.863 0.860
N -2.113 -1.723 0.756
H -0.712 -5.592 -0.862
H 0.805 -5.294 -0.055
H -0.060 -3.851 -0.623
H -0.248 -4.212 1.776
H -0.954 -5.745 1.755
H -2.787 -4.485 2.079
H -2.989 -4.734 0.355
C -0.485 -2.191 -4.905
C -0.737 -1.642 -3.490
C -0.256 -0.188 -3.423
C 1.012 -0.084 -4.134
N 2.044 0.048 -4.617
H 0.498 -2.416 -5.106
H -0.771 -1.417 -5.538
H -1.081 -3.062 -5.070
H -0.217 -2.260 -2.779
H -1.765 -1.624 -3.307
H 0.038 0.111 -2.402
H -0.866 0.625 -3.852
C 2.392 2.272 4.113
C 3.669 1.370 3.854
C 4.689 1.986 2.967
C 4.056 2.880 1.950
N 3.578 3.447 1.097
H 1.786 2.304 3.220
H 2.746 3.269 4.387
H 1.778 1.847 4.882
H 3.276 0.400 3.439
H 4.049 1.241 4.833
H 5.159 1.246 2.396
H 5.375 2.525 3.595
C 0.036 -0.715 3.938
O 1.391 -1.000 3.856
H -0.525 -1.588 3.580
H -0.206 -0.630 5.002
H -0.373 0.104 3.412
H 1.606 -0.715 2.955
C 2.356 -0.142 0.069
O 1.298 -0.137 1.060
H 1.935 0.100 -0.892
H 3.096 0.624 0.350
H 2.797 -1.163 0.123
H 0.517 0.318 0.610
C -5.279 -1.421 0.018
O -5.566 -2.718 0.631
H -4.546 -0.901 0.661
H -4.794 -1.514 -0.945
H -6.174 -0.776 -0.118
H -6.393 -3.133 0.324
C -1.662 1.728 0.148
O -0.987 0.501 -0.219
H -2.106 2.165 -0.697
H -2.383 1.535 0.880
H -0.946 2.403 0.625
H -1.433 -0.193 0.269
*
```

# 6
A 6-piece molecular cluster, C20H44NO10S5 overall at a distorted geometry, computed with ωB97M-V/def2-TZVPD.

The value obtained for the frontier orbital gap is 9.49 eV. The energy above the lowest of the compared OMol25 structures with the same formula, charge and spin comes out at 43.9 kcal/mol.

```
! wB97M-V def2-TZVPD RIJCOSX def2/J DEFGRID3
* xyz 1 1
N 10.957 15.270 1.502
H 10.553 15.828 2.339
H 11.179 14.358 1.845
H 11.860 15.576 1.136
H 10.485 15.181 0.632
C 14.842 19.309 5.641
C 15.194 19.081 4.107
C 14.916 17.608 3.632
S 13.786 16.939 4.790
O 14.114 15.547 5.031
O 12.482 17.098 4.218
C 14.047 17.999 6.169
H 14.281 20.195 5.723
H 15.844 19.655 6.027
H 16.225 19.408 3.742
H 14.370 19.607 3.566
H 15.788 16.827 3.758
H 14.482 17.642 2.732
H 14.676 17.309 6.885
H 13.045 18.250 6.444
C 9.109 14.634 7.653
C 8.183 13.492 7.038
C 7.782 13.811 5.589
S 9.003 15.049 5.042
O 8.255 16.303 5.014
O 9.751 14.499 3.953
C 10.040 15.118 6.435
H 9.669 14.316 8.496
H 8.499 15.364 8.138
H 7.236 13.476 7.642
H 8.709 12.534 7.146
H 6.919 14.408 5.526
H 7.772 12.906 5.107
H 10.473 16.182 6.415
H 11.008 14.445 6.298
C 17.317 14.505 1.260
C 17.295 13.613 0.067
C 15.853 12.993 -0.031
S 15.013 13.318 1.497
O 15.297 12.340 2.558
O 13.653 13.742 1.214
C 15.832 14.812 1.755
H 17.775 15.450 1.065
H 17.458 14.162 2.157
H 17.840 12.764 0.345
H 17.594 14.176 -0.971
H 15.719 11.949 -0.218
H 15.271 13.587 -0.566
H 15.970 14.922 2.809
H 15.411 15.545 1.247
C 10.839 21.355 4.292
C 9.756 22.095 3.423
C 9.452 21.278 2.125
S 9.296 19.616 2.821
O 9.667 18.564 1.894
O 8.145 19.525 3.699
C 10.699 19.957 3.969
H 10.789 21.521 5.325
H 11.973 21.706 4.052
H 9.782 23.166 3.206
H 8.773 22.219 3.988
H 10.458 21.117 1.278
H 8.733 21.683 1.459
H 11.552 19.558 3.396
H 10.436 19.247 4.842
C 6.986 11.555 1.618
C 5.550 11.458 2.142
C 5.174 12.593 3.008
S 5.783 13.910 1.985
O 6.097 14.911 2.979
O 4.674 14.255 1.034
C 7.149 13.130 1.183
H 7.208 10.745 0.868
H 7.630 11.451 2.450
H 5.426 10.509 2.731
H 5.155 11.321 1.256
H 5.767 12.739 3.852
H 4.219 13.147 3.001
H 8.157 13.389 1.196
H 6.839 13.146 0.176
*
```